1.
Density functional theory data (ωB97M-V/def2-TZVPD) for a 13-piece molecular cluster, C14H44BF4IN2O14P overall in a non-equilibrium geometry.

Each atom is followed by the atoms it is bonded to, with distances in Å.
Geometry (Å):
1 C 5.79 2.07 0.03  C2 1.546, H26 1.087, H27 1.082, H28 1.083
2 C 4.42 2.50 -0.53  C1 1.546, B3 1.558, H29 1.087, H30 1.088
3 B 3.29 2.18 0.50  C2 1.558, O4 1.364, C5 1.610
4 O 3.13 2.89 1.65  B3 1.364, H31 0.967
5 C 2.24 1.01 0.18  B3 1.610, N6 1.307, C21 1.407
6 N 2.65 -0.21 0.39  C5 1.307, N7 1.341
7 N 1.82 -1.21 0.05  N6 1.341, I8 2.068, C9 1.336
8 I 2.69 -3.05 0.40  N7 2.068
9 C 0.60 -1.03 -0.46  N7 1.336, P10 1.890, C14 1.425
10 P -0.52 -2.47 -0.96  C9 1.890, C11 1.834, C12 1.833
11 C 0.35 -3.41 -2.27  P10 1.834, H32 1.081, H33 1.087, H34 1.080
12 C -0.60 -3.57 0.50  P10 1.833, C13 1.532, H35 1.083, H36 1.086
13 C -0.90 -2.83 1.81  C12 1.532, H37 1.083, H38 1.083, H39 1.081
14 C 0.10 0.29 -0.65  C9 1.425, C15 1.511, C21 1.398
15 C -1.27 0.59 -1.22  C14 1.511, C16 1.541, H40 1.087, H41 1.078
16 C -2.23 1.29 -0.24  C15 1.541, C17 1.515, H42 1.083, H43 1.080
17 C -2.95 0.36 0.71  C16 1.515, F18 1.353, F19 1.331, F20 1.348
18 F -4.22 0.80 0.93  C17 1.353
19 F -3.05 -0.89 0.26  C17 1.331
20 F -2.36 0.34 1.92  C17 1.348
21 C 0.97 1.34 -0.33  C5 1.407, C14 1.398, C22 1.505
22 C 0.66 2.79 -0.56  C21 1.505, C23 1.497, H44 1.089, H45 1.080
23 C 0.49 3.56 0.72  C22 1.497, O24 1.168, F25 1.319
24 O 0.04 3.16 1.71  C23 1.168
25 F 0.90 4.81 0.59  C23 1.319
26 H 5.92 2.41 1.05  C1 1.087
27 H 6.61 2.47 -0.56  C1 1.082
28 H 5.91 0.99 0.03  C1 1.083
29 H 4.25 1.99 -1.47  C2 1.087
30 H 4.47 3.57 -0.72  C2 1.088
31 H 3.92 2.89 2.21  O4 0.967
32 H -0.39 -3.78 -2.96  C11 1.081
33 H 1.01 -2.73 -2.81  C11 1.087
34 H 0.97 -4.20 -1.87  C11 1.080
35 H 0.26 -4.23 0.58  C12 1.083
36 H -1.44 -4.22 0.27  C12 1.086
37 H -1.93 -3.02 2.08  C13 1.083
38 H -0.30 -3.22 2.62  C13 1.083
39 H -0.77 -1.76 1.74  C13 1.081
40 H -1.11 1.29 -2.03  C15 1.087
41 H -1.74 -0.28 -1.66  C15 1.078
42 H -3.00 1.77 -0.83  C16 1.083
43 H -1.73 2.04 0.35  C16 1.080
44 H 1.42 3.24 -1.19  C22 1.089
45 H -0.27 2.90 -1.11  C22 1.080
46 O 3.29 -4.90 -2.90  H47 0.961, H48 0.969
47 H 3.19 -5.44 -3.69  O46 0.961
48 H 4.08 -4.38 -3.07  O46 0.969
49 O -7.08 1.74 -0.04  H50 0.965, H51 0.962
50 H -6.92 2.49 0.55  O49 0.965
51 H -6.41 1.10 0.21  O49 0.962
52 O 0.15 6.37 -2.19  H53 0.961, H54 0.962
53 H 0.40 6.03 -1.33  O52 0.961
54 H -0.57 6.98 -2.01  O52 0.962
55 O -9.30 -0.07 -1.87  H56 0.963, H57 0.962
56 H -9.70 -0.08 -1.00  O55 0.963
57 H -8.43 0.31 -1.72  O55 0.962
58 O 0.82 -4.52 3.92  H59 0.964, H60 0.964
59 H 1.65 -4.06 4.11  O58 0.964
60 H 0.67 -5.07 4.69  O58 0.964
61 O -6.39 4.73 -0.36  H62 0.963, H63 0.961
62 H -6.57 4.24 -1.17  O61 0.963
63 H -5.59 5.22 -0.55  O61 0.961
64 O 0.27 0.39 3.18  H65 0.962, H66 0.963
65 H 1.00 0.88 2.79  O64 0.962
66 H -0.51 0.80 2.79  O64 0.963
67 O -10.70 -2.81 -1.78  H68 0.964, H69 0.961
68 H -10.57 -1.86 -1.87  O67 0.964
69 H -10.60 -3.14 -2.68  O67 0.961
70 O 5.98 -1.17 1.05  H71 0.963, H72 0.964
71 H 6.34 -1.25 1.94  O70 0.963
72 H 5.05 -0.92 1.19  O70 0.964
73 O 4.85 -3.26 -4.60  H74 0.963, H75 0.962
74 H 5.62 -2.79 -4.94  O73 0.963
75 H 4.12 -2.94 -5.13  O73 0.962
76 O 4.40 5.03 3.37  H77 0.963, H78 0.963
77 H 3.71 4.65 3.93  O76 0.963
78 H 3.94 5.28 2.56  O76 0.963
79 O 2.09 -5.67 2.22  H80 0.963, H81 0.968
80 H 2.40 -6.11 3.02  O79 0.963
81 H 1.27 -5.24 2.51  O79 0.968

## Properties
- lowest unoccupied orbital energy (Eh) = -0.1643
- total charge = +1
- orbital gap (eV) = 7.19
- calculated total energy (hartree) = -2785.86206

2.
Density functional theory data (ωB97M-V/def2-TZVPD) for a 9-piece molecular cluster, C14H46N8O14 overall in a non-equilibrium geometry.

Each atom is followed by the atoms it is bonded to, with distances in Å.
Geometry (Å):
1 C -0.42 -3.87 -1.55  C2 1.525, O4 1.414, H5 1.090, H6 1.090
2 C -1.62 -4.68 -2.01  C1 1.525, O3 1.473, H7 1.090, H8 1.090
3 O -1.26 -6.06 -2.37  C2 1.473, H9 0.960
4 O 0.16 -4.11 -0.29  C1 1.414, H10 0.960
5 H -0.65 -2.83 -1.79  C1 1.090
6 H 0.42 -4.10 -2.21  C1 1.090
7 H -1.84 -4.19 -2.97  C2 1.090
8 H -2.51 -4.78 -1.38  C2 1.090
9 H -1.02 -6.07 -3.30  O3 0.960
10 H 0.83 -4.80 -0.31  O4 0.960
11 C 2.77 4.39 0.31  C12 1.518, O14 1.445, H15 1.090, H16 1.090
12 C 2.76 4.07 -1.18  C11 1.518, O13 1.448, H17 1.090, H18 1.090
13 O 1.60 4.54 -1.92  C12 1.448, H19 0.960
14 O 1.78 3.62 1.01  C11 1.445, H20 0.960
15 H 2.50 5.45 0.33  C11 1.090
16 H 3.75 4.35 0.80  C11 1.090
17 H 2.89 3.04 -1.51  C12 1.090
18 H 3.64 4.61 -1.52  C12 1.090
19 H 1.83 4.25 -2.80  O13 0.960
20 H 1.43 4.08 1.78  O14 0.960
21 C -4.25 -1.34 -0.48  C22 1.488, O24 1.424, H25 1.090, H26 1.090
22 C -3.27 -1.98 -1.40  C21 1.488, O23 1.427, H27 1.090, H28 1.090
23 O -3.57 -1.68 -2.76  C22 1.427, H29 0.960
24 O -4.25 0.09 -0.47  C21 1.424, H30 0.960
25 H -4.19 -1.75 0.52  C21 1.090
26 H -5.29 -1.55 -0.76  C21 1.090
27 H -3.27 -3.04 -1.12  C22 1.090
28 H -2.32 -1.46 -1.33  C22 1.090
29 H -3.18 -0.82 -2.88  O23 0.960
30 H -3.34 0.35 -0.57  O24 0.960
31 C -1.25 2.86 -3.27  C32 1.571, O34 1.411, H35 1.090, H36 1.090
32 C -2.55 2.05 -3.62  C31 1.571, O33 1.424, H37 1.090, H38 1.090
33 O -2.37 0.65 -3.45  C32 1.424, H39 0.960
34 O -0.34 2.67 -4.33  C31 1.411, H40 0.960
35 H -0.80 2.48 -2.35  C31 1.090
36 H -1.55 3.91 -3.26  C31 1.090
37 H -2.80 2.27 -4.66  C32 1.090
38 H -3.40 2.36 -3.02  C32 1.090
39 H -1.43 0.48 -3.59  O33 0.960
40 H 0.16 1.87 -4.16  O34 0.960
41 C -1.51 -3.19 4.60  C42 1.600, O44 1.426, H45 1.090, H46 1.090
42 C -1.26 -1.66 4.22  C41 1.600, O43 1.393, H47 1.090, H48 1.090
43 O -1.96 -1.26 3.08  C42 1.393, H49 0.960
44 O -2.92 -3.22 4.79  C41 1.426, H50 0.960
45 H -0.90 -3.49 5.45  C41 1.090
46 H -1.10 -4.01 4.00  C41 1.090
47 H -0.18 -1.59 4.06  C42 1.090
48 H -1.48 -0.91 4.98  C42 1.090
49 H -1.30 -0.75 2.62  O43 0.960
50 H -3.21 -3.23 3.88  O44 0.960
51 C 2.68 -1.06 3.24  O52 1.208, N53 1.264, N54 1.272
52 O 2.51 -0.64 2.12  C51 1.208
53 N 2.37 -2.24 3.59  C51 1.264, H55 1.010, H56 1.010
54 N 3.25 -0.49 4.22  C51 1.272, H57 1.010, H58 1.010
55 H 1.83 -2.82 2.96  N53 1.010
56 H 2.53 -2.56 4.53  N53 1.010
57 H 3.63 0.39 3.90  N54 1.010
58 H 3.31 -0.82 5.17  N54 1.010
59 C -0.51 0.28 0.54  O60 1.192, N61 1.271, N62 1.339
60 O -1.40 0.75 -0.10  C59 1.192
61 N -0.42 -0.96 0.80  C59 1.271, H63 1.010, H64 1.010
62 N 0.52 0.95 1.08  C59 1.339, H65 1.010, H66 1.010
63 H 0.52 -1.31 0.95  N61 1.010
64 H -1.22 -1.56 0.64  N61 1.010
65 H 1.16 0.34 1.56  N62 1.010
66 H 0.64 1.93 0.88  N62 1.010
67 C -1.72 4.94 -0.14  O68 1.286, N69 1.294, N70 1.310
68 O -2.99 4.91 0.07  C67 1.286
69 N -0.96 3.89 -0.23  C67 1.294, H71 1.010, H72 1.010
70 N -1.00 6.00 -0.41  C67 1.310, H73 1.010, H74 1.010
71 H -1.43 3.00 -0.24  N69 1.010
72 H -0.10 3.90 -0.75  N69 1.010
73 H -0.13 5.88 -0.90  N70 1.010
74 H -1.21 6.98 -0.28  N70 1.010
75 C 4.99 -1.01 -0.85  O76 1.153, N77 1.299, N78 1.305
76 O 4.76 0.00 -1.35  C75 1.153
77 N 4.24 -1.40 0.14  C75 1.299, H79 1.010, H80 1.010
78 N 5.91 -1.88 -1.20  C75 1.305, H81 1.010, H82 1.010
79 H 3.43 -0.83 0.34  N77 1.010
80 H 4.25 -2.39 0.34  N77 1.010
81 H 6.57 -1.57 -1.89  N78 1.010
82 H 6.01 -2.66 -0.57  N78 1.010

## Properties
- lowest unoccupied orbital energy (spin up / spin down) (Eh) = -0.0941 / -0.3015
- total charge = +1
- multiplicity = 2
- orbital gap (spin up / spin down) (eV) = 8.69 / 3.05
- calculated total energy (hartree) = -2052.03510

3.
Density functional theory data (ωB97M-V/def2-TZVPD) for a 9-piece molecular cluster, C14H46O16 overall in a non-equilibrium geometry.

Each atom is followed by the atoms it is bonded to, with distances in Å.
Geometry (Å):
1 O 6.78 12.75 6.27  C2 1.444, H5 0.960
2 C 6.40 14.10 6.61  O1 1.444, C3 1.510, H6 1.090, H7 1.090
3 C 7.33 14.81 7.56  C2 1.510, O4 1.428, H8 1.090, H9 1.090
4 O 7.53 14.26 8.87  C3 1.428, H10 0.960
5 H 6.63 12.31 7.12  O1 0.960
6 H 6.17 14.67 5.72  C2 1.090
7 H 5.44 14.05 7.14  C2 1.090
8 H 7.07 15.87 7.65  C3 1.090
9 H 8.26 14.75 7.01  C3 1.090
10 H 8.25 14.69 9.34  O4 0.960
11 O 12.81 17.24 5.15  C12 1.366, H15 0.960
12 C 12.80 15.95 5.61  O11 1.366, C13 1.531, H16 1.090, H17 1.090
13 C 13.94 15.74 6.61  C12 1.531, O14 1.483, H18 1.090, H19 1.090
14 O 13.73 16.59 7.81  C13 1.483, H20 0.960
15 H 13.50 17.38 4.49  O11 0.960
16 H 11.83 15.98 6.10  C12 1.090
17 H 12.72 15.21 4.81  C12 1.090
18 H 14.95 15.90 6.24  C13 1.090
19 H 13.88 14.69 6.93  C13 1.090
20 H 14.09 16.18 8.60  O14 0.960
21 O 13.71 19.77 7.23  C22 1.390, H25 0.960
22 C 12.43 20.07 7.67  O21 1.390, C23 1.514, H26 1.090, H27 1.090
23 C 12.06 19.36 8.96  C22 1.514, O24 1.394, H28 1.090, H29 1.090
24 O 11.49 18.09 8.86  C23 1.394, H30 0.960
25 H 13.74 18.86 6.91  O21 0.960
26 H 12.44 21.16 7.70  C22 1.090
27 H 11.72 19.93 6.86  C22 1.090
28 H 11.25 19.96 9.36  C23 1.090
29 H 12.86 19.33 9.69  C23 1.090
30 H 12.09 17.63 8.26  O24 0.960
31 O 9.92 8.77 12.56  C32 1.464, H35 0.960
32 C 11.08 9.41 11.94  O31 1.464, C33 1.502, H36 1.090, H37 1.090
33 C 12.45 8.79 12.06  C32 1.502, O34 1.440, H38 1.090, H39 1.090
34 O 12.37 7.38 12.35  C33 1.440, H40 0.960
35 H 9.84 7.91 12.15  O31 0.960
36 H 10.94 9.33 10.86  C32 1.090
37 H 11.11 10.49 12.07  C32 1.090
38 H 13.01 9.10 12.94  C33 1.090
39 H 13.09 9.11 11.24  C33 1.090
40 H 13.25 7.05 12.57  O34 0.960
41 O 14.12 14.48 12.65  C42 1.380, H45 0.960
42 C 14.48 15.77 12.29  O41 1.380, C43 1.556, H46 1.090, H47 1.090
43 C 15.42 15.70 11.05  C42 1.556, O44 1.347, H48 1.090, H49 1.090
44 O 14.70 15.33 9.97  C43 1.347, H50 0.960
45 H 13.88 14.00 11.85  O41 0.960
46 H 13.58 16.37 12.16  C42 1.090
47 H 15.07 16.26 13.06  C42 1.090
48 H 16.33 15.13 11.19  C43 1.090
49 H 15.76 16.71 10.84  C43 1.090
50 H 14.67 14.38 9.80  O44 0.960
51 O 12.15 13.16 10.92  C52 1.363, H55 0.960
52 C 11.71 13.55 9.70  O51 1.363, C53 1.546, H56 1.090, H57 1.090
53 C 11.06 14.95 9.69  C52 1.546, O54 1.434, H58 1.090, H59 1.090
54 O 9.75 14.94 10.29  C53 1.434, H60 0.960
55 H 11.44 13.08 11.56  O51 0.960
56 H 12.58 13.48 9.05  C52 1.090
57 H 11.00 12.89 9.19  C52 1.090
58 H 10.92 15.31 8.67  C53 1.090
59 H 11.69 15.73 10.13  C53 1.090
60 H 9.98 14.63 11.16  O54 0.960
61 O 9.36 10.95 7.63  C62 1.457, H65 0.960
62 C 10.39 9.93 7.77  O61 1.457, C63 1.550, H66 1.090, H67 1.090
63 C 11.08 9.65 6.42  C62 1.550, O64 1.451, H68 1.090, H69 1.090
64 O 11.81 10.82 5.97  C63 1.451, H70 0.960
65 H 8.75 10.85 8.37  O61 0.960
66 H 11.13 10.18 8.52  C62 1.090
67 H 9.93 8.99 8.07  C62 1.090
68 H 10.32 9.28 5.74  C63 1.090
69 H 11.75 8.79 6.44  C63 1.090
70 H 11.16 11.53 5.92  O64 0.960
71 O 10.20 14.30 12.91  H72 0.957, H73 0.957
72 H 9.80 15.14 13.13  O71 0.957
73 H 9.76 13.67 13.48  O71 0.957
74 O 8.91 17.44 9.48  H75 0.957, H76 0.957
75 H 9.70 17.57 8.96  O74 0.957
76 H 9.13 16.74 10.09  O74 0.957

## Properties
- SMILES = OCCO.OCCO.OCCO.OCCO.OCCO.OCCO.OCCO.O.O
- lowest unoccupied orbital energy (Eh) = -0.0009
- orbital gap (eV) = 9.53
- calculated total energy (hartree) = -1764.66656
- energy above the lowest of the compared OMol25 structures with the same formula, charge and spin (kJ/mol) = 216.3